1.
Entry from OMol25: a molecular structure, C27H30CaCl2N5O4S (the ωB97M-V functional and the def2-TZVPD basis).

Lowest unoccupied orbital energy in eV: 2.431
Energy relative to the best compared isomer or geometry (same formula, charge and spin) in kcal/mol: 12.1
Net charge: -1
HOMO-LUMO gap in Ha: 0.26150

Last column: natural (NBO) charge in e.
CARTESIAN COORDINATES (ANGSTROEM)
Ca (-0.77877, 0.13599, -0.13610)  1.78
Cl (-5.59130, -0.47802, -3.52384)  -0.06
Cl (-3.74952, -2.66811, -2.87998)  -0.05
S (-3.03045, -1.41137, 0.80631)  -0.47
O (0.86723, -1.28590, 0.45919)  -0.91
O (-1.62162, 1.60391, -1.60371)  -0.86
O (0.99120, 0.82601, 3.05335)  -0.66
O (0.77096, 1.72909, 1.03164)  -0.68
N (-2.29787, 0.96206, 1.66091)  -0.61
N (2.22916, -1.11426, -2.52811)  -0.39
N (-0.59331, -0.96078, -2.35294)  -0.55
N (3.42878, 0.01822, 2.73640)  -0.67
N (-4.34923, 0.14582, 2.53783)  -0.51
C (-5.69571, 1.36275, 4.10784)  -0.64
C (3.23829, -3.61326, 1.89952)  -0.22
C (2.91215, -1.00879, -1.47053)  0.13
C (4.30887, -3.50587, 1.01567)  -0.31
C (-2.43376, 2.06363, 2.37820)  0.11
C (1.46354, -2.32675, -2.79047)  -0.26
C (4.53038, 2.05138, 3.01315)  -0.41
C (2.92554, 0.86200, 1.64231)  -0.18
C (-2.65523, 2.83771, -3.31286)  -0.27
C (1.92248, -2.00808, 0.60623)  0.37
C (-4.46703, 1.25789, 3.25028)  0.27
C (2.07659, -2.88694, 1.70798)  -0.29
C (3.01052, -1.94795, -0.31496)  -0.25
C (-3.26204, 0.00742, 1.75081)  0.26
C (-2.81692, 1.94534, -5.55299)  -0.32
C (-1.96848, 1.68350, -2.83306)  0.41
C (3.78927, 2.14292, 1.67633)  -0.40
C (4.17689, -2.66471, -0.08331)  -0.18
C (-2.16252, 0.81566, -5.12194)  -0.13
C (-1.06998, -0.59797, -3.47998)  0.18
C (-4.41577, -1.11446, -2.35251)  -0.38
C (-1.72726, 0.65345, -3.79735)  -0.28
C (-3.05989, 2.96175, -4.61760)  -0.19
C (0.00536, -2.29257, -2.29977)  -0.25
C (4.71907, 0.55007, 3.18071)  -0.21
C (-3.51619, 2.27432, 3.21088)  -0.38
C (1.45248, 1.17333, 1.86791)  0.83
H (5.54532, 0.19864, 2.54984)  0.17
H (-0.04539, -2.63621, -1.26874)  0.22
H (-1.97168, 0.00518, -5.81935)  0.19
H (-3.58344, 3.85998, -4.92753)  0.20
H (3.18626, 3.04264, 1.56753)  0.23
H (3.46053, -0.96004, 2.46554)  0.41
H (4.99751, -2.56991, -0.78803)  0.20
H (-1.63998, 2.79741, 2.27774)  0.20
H (-5.74019, 0.51500, 4.79180)  0.23
H (4.49984, 2.12000, 0.84949)  0.21
H (-1.00901, -1.29679, -4.32687)  0.14
H (-2.85111, 3.61971, -2.58905)  0.20
H (2.98418, 0.37125, 0.67364)  0.25
H (3.49925, -0.08699, -1.38583)  0.16
H (1.75370, 0.34295, 3.46519)  0.51
H (4.92384, 0.25255, 4.20946)  0.20
H (5.21649, -4.07465, 1.16976)  0.20
H (-0.56486, -2.99936, -2.91403)  0.18
H (-4.89747, -1.25362, -1.39342)  0.25
H (-3.14712, 2.04193, -6.57851)  0.20
H (3.31522, -4.27165, 2.75821)  0.20
H (1.94510, -3.21493, -2.36579)  0.19
H (1.45603, -2.43460, -3.87813)  0.19
H (-5.71208, 2.28979, 4.68047)  0.20
H (-3.59868, -0.40610, -2.27967)  0.24
H (-3.62041, 3.17709, 3.79577)  0.21
H (-6.58436, 1.31526, 3.47756)  0.23
H (5.47118, 2.60060, 3.01532)  0.21
H (1.24809, -2.96018, 2.40263)  0.22
H (3.90737, 2.43663, 3.82357)  0.20

***

2.
Entry from OMol25: a molecular structure, C27H30Cl3GeO5PRuS2 (the ωB97M-V functional and the def2-TZVPD basis).

Lowest unoccupied orbital energy (alpha / beta) in eV: 2.564 / 1.300
Energy relative to the best compared isomer or geometry (same formula, charge and spin) in kcal/mol: 17.2
Net charge: -1
Multiplicity: 6
HOMO-LUMO gap (alpha / beta) in Ha: 0.25766 / 0.22987

Last column: natural (NBO) charge in e.
CARTESIAN COORDINATES (ANGSTROEM)
Ru (0.21166, 0.61558, 0.32299)  1.01
Ge (2.37388, 1.99642, -0.64759)  0.92
Cl (2.85243, 4.17579, -0.55486)  -0.51
Cl (2.50758, 1.54470, 1.65286)  -0.50
Cl (4.34067, 1.12720, -1.24338)  -0.50
S (-1.16522, 0.65813, 2.35021)  -0.55
S (-1.09237, 1.95019, -1.39575)  -0.22
P (-0.74781, 2.58520, 1.85132)  1.37
O (0.31179, -0.61022, -1.47178)  -0.79
O (0.80255, -3.74730, -4.95227)  -0.50
O (1.58531, -1.16028, 0.81405)  -0.66
O (-2.13314, 3.42035, 1.99418)  -0.85
O (0.01702, 3.22102, 3.11662)  -0.83
C (-2.93388, -0.87832, -0.56324)  -0.24
C (-0.24085, -3.10613, -5.66456)  -0.26
C (-2.51414, -0.08921, -5.84823)  -0.22
C (-5.50474, 0.13435, -0.80657)  -0.22
C (-3.17651, 0.17524, -1.44322)  0.02
C (-5.25634, -0.91735, 0.06231)  -0.23
C (-2.08538, 0.78595, -2.25022)  -0.13
C (2.22664, -2.00317, 0.16638)  0.61
C (-1.91582, 0.57304, -3.56628)  -0.29
C (1.11178, -3.24620, -3.72740)  0.36
C (-3.96933, -1.42069, 0.17988)  -0.19
C (-3.39929, -1.42972, -4.07268)  -0.24
C (2.13680, -3.93435, -3.03811)  -0.33
C (2.50341, -3.49694, -1.79740)  -0.11
C (-3.12947, -0.90334, -6.78332)  -0.22
C (-4.01713, -2.24127, -5.00991)  -0.20
C (3.39616, -2.64885, 0.87135)  -0.71
C (-3.11615, 3.48345, 0.95479)  -0.07
C (-4.11573, 4.54871, 1.34015)  -0.62
C (0.15215, 5.55878, 2.30853)  -0.64
C (0.49965, -2.15428, -3.17589)  -0.42
C (0.87023, 4.36018, 2.89167)  -0.07
C (-3.89208, -1.98589, -6.36741)  -0.24
C (-2.64135, -0.32280, -4.47140)  0.04
C (-4.47171, 0.67708, -1.55422)  -0.23
C (1.88769, -2.38814, -1.17631)  -0.36
C (0.88290, -1.67571, -1.89296)  0.55
H (-4.37566, -2.62732, -7.09315)  0.20
H (-6.06221, -1.33914, 0.64966)  0.20
H (0.02477, -2.07325, -5.90590)  0.18
H (-1.92926, -1.28138, -0.49179)  0.22
H (-0.36749, -3.67463, -6.58265)  0.19
H (-4.59806, 4.30372, 2.28618)  0.21
H (-0.19041, 5.36166, 1.29227)  0.22
H (3.55384, -2.12126, 1.80810)  0.24
H (-6.50744, 0.53322, -0.90178)  0.20
H (-1.11642, 1.12913, -4.04533)  0.21
H (2.59928, -4.78971, -3.50883)  0.22
H (-0.27144, -1.59446, -3.68362)  0.23
H (-4.88389, 4.63107, 0.57017)  0.21
H (-3.76730, -2.23792, 0.85966)  0.21
H (-4.65747, 1.49586, -2.23854)  0.21
H (-2.63177, 3.70328, 0.00417)  0.20
H (1.26476, 4.59456, 3.88162)  0.18
H (-0.70617, 5.84268, 2.91771)  0.21
H (4.29442, -2.58832, 0.25779)  0.23
H (-1.91474, 0.75077, -6.17935)  0.21
H (0.85030, 6.39619, 2.26139)  0.21
H (1.70157, 4.05712, 2.25303)  0.21
H (-3.49483, -1.67284, -3.02638)  0.23
H (3.28100, -4.02919, -1.26532)  0.20
H (-1.17747, -3.10802, -5.09901)  0.19
H (-3.59680, 2.50381, 0.85642)  0.19
H (-3.62653, 5.51788, 1.44246)  0.21
H (3.19570, -3.70201, 1.07531)  0.22
H (-4.59512, -3.09262, -4.67152)  0.21
H (-3.01155, -0.69174, -7.83921)  0.21

***

3.
Entry from OMol25: a gas-phase ion, C27H30F3N2 (charge +1) (the ωB97M-V functional and the def2-TZVPD basis).

Lowest unoccupied orbital energy in eV: -2.434
Net charge: +1
SMILES: CN(C)[C@@H](c1ccc(C(F)(F)F)cc1)[N@@H+]1CCC[C@H]1C(c1ccccc1)c1ccccc1
HOMO-LUMO gap in Ha: 0.34059

Last column: natural (NBO) charge in e.
CARTESIAN COORDINATES (ANGSTROEM)
F (3.51512, 0.61395, 2.49576)  -0.32
F (2.96392, 0.21927, 0.40208)  -0.32
F (3.37758, -1.45742, 1.76573)  -0.32
N (-2.79826, -0.13323, 4.81523)  -0.40
N (-3.67213, 0.51884, 2.64645)  -0.47
C (1.33685, -0.25295, 2.08678)  -0.13
C (-0.58294, 0.89535, 2.97326)  -0.17
C (-8.12954, -0.11003, 7.05001)  -0.19
C (-4.19138, -0.32568, 5.42354)  -0.01
C (-5.97608, 0.93472, 8.48841)  -0.15
C (-1.89566, -1.08472, 5.58009)  -0.23
C (-8.31716, 0.33913, 8.35815)  -0.20
C (-4.12369, 2.07146, 6.19122)  0.04
C (-5.07331, 2.76562, 5.44037)  -0.23
C (0.63411, -1.44470, 2.00935)  -0.17
C (-3.12395, 1.28651, 1.52856)  -0.41
C (-2.80917, 4.09323, 6.41540)  -0.20
C (-7.23504, 0.85892, 9.07891)  -0.20
C (-5.78244, 0.46332, 7.18936)  -0.04
C (-4.20948, -1.81261, 5.84263)  -0.44
C (2.79010, -0.22450, 1.69195)  0.98
C (-4.38238, 0.61802, 6.59433)  -0.31
C (-2.97074, 2.72342, 6.64267)  -0.27
C (-4.93367, -0.11082, 2.22102)  -0.40
C (-0.70554, -1.46468, 2.39211)  -0.20
C (-6.85706, -0.06530, 6.46361)  -0.24
C (-1.31138, -0.30337, 2.88313)  -0.08
C (-3.80313, 4.81063, 5.74098)  -0.20
C (-2.76281, -0.37541, 3.34406)  0.12
C (-2.76350, -2.33028, 5.72926)  -0.44
C (0.72848, 0.92686, 2.50105)  -0.17
C (-4.92960, 4.14387, 5.24365)  -0.19
H (-5.60511, -0.30460, 3.06304)  0.19
H (-3.14658, -1.39754, 3.24047)  0.21
H (-7.36238, 1.20726, 10.10239)  0.23
H (-4.89885, -0.07443, 4.62899)  0.25
H (-2.48812, 0.83998, 4.92644)  0.46
H (-2.22180, 2.16103, 7.21065)  0.21
H (1.28517, 1.85989, 2.47212)  0.25
H (-1.29602, -2.38242, 2.29981)  0.23
H (-4.75114, -1.06138, 1.69248)  0.19
H (-3.64669, 0.32625, 7.36696)  0.22
H (-5.95091, 2.23921, 5.05536)  0.22
H (-3.96119, 1.65397, 0.92624)  0.22
H (-1.68924, -0.59897, 6.53949)  0.23
H (-2.46536, -2.89450, 6.62152)  0.25
H (-5.12273, 1.35991, 9.02340)  0.21
H (-1.04365, 1.82846, 3.32116)  0.22
H (-6.73155, -0.43500, 5.44038)  0.20
H (-4.55647, -1.89451, 6.88187)  0.25
H (-2.66080, -3.00243, 4.86322)  0.22
H (1.11139, -2.35740, 1.66674)  0.25
H (-3.70280, 5.88998, 5.60536)  0.23
H (-0.95303, -1.24535, 5.05534)  0.25
H (-9.30406, 0.28829, 8.81978)  0.23
H (-1.91049, 4.59668, 6.77926)  0.23
H (-2.55549, 2.15299, 1.87888)  0.20
H (-5.45671, 0.58318, 1.55179)  0.23
H (-8.96691, -0.50486, 6.47300)  0.23
H (-5.70603, 4.69359, 4.70716)  0.23
H (-4.93491, -2.36974, 5.23230)  0.24
H (-2.46531, 0.67168, 0.89499)  0.19

***

Strongest force on any atom per entry: 0.28 0.68 1.53 eV/Å